(1)
DFT (ωB97M-V/def2-TZVPD) results for C7H12CsO5 as an isolated structure.

Output
F_max in Eh/bohr: 0.082
E_tot in hartree: -670.15149
Energy relative to the best compared isomer or geometry (same formula, charge and spin) in eV: 1.433

Geometry as ORCA input:
```
! RIJCOSX wB97M-V def2-TZVPD def2/J DEFGRID3
* xyz -1 1
O -0.629 0.764 3.218
C -0.838 1.675 2.320
C -0.224 1.776 1.082
O 0.542 0.711 0.597
C 1.942 0.876 0.721
C 2.669 -0.273 0.054
O 2.838 -0.098 -1.337
C 2.148 -1.012 -2.159
H -1.419 2.582 2.593
H -0.132 2.740 0.575
H 2.218 0.917 1.790
H 2.251 1.826 0.254
H 3.678 -0.333 0.489
H 2.147 -1.222 0.270
H 2.611 -0.972 -3.152
H 2.246 -2.041 -1.771
H 1.083 -0.744 -2.262
O -2.588 -2.533 -0.291
C -3.134 -1.667 -0.975
C -3.141 -0.213 -0.643
O -3.235 -0.007 0.694
Cs -1.266 -1.650 2.544
H -3.376 -1.894 -2.040
H -2.499 0.140 -1.502
H -3.892 0.652 -1.069
*
```



(2)
DFT (ωB97M-V/def2-TZVPD) results for C39H41BrNOPRh as an isolated structure.

Output
F_max in Eh/bohr: 0.009
E_tot in hartree: -4666.45885
Energy relative to the best compared isomer or geometry (same formula, charge and spin) in eV: 0.000

Geometry as ORCA input:
```
! RIJCOSX wB97M-V def2-TZVPD def2/J DEFGRID3
* xyz 1 1
Rh 0.002 -0.472 -0.519
C -1.116 2.297 4.669
C -0.369 2.541 3.525
C -0.195 1.543 2.583
C -0.758 0.283 2.789
C -1.495 0.036 3.944
C -1.683 1.048 4.875
P -0.197 -1.032 1.674
C -1.164 -2.500 2.036
C -2.551 -2.389 2.160
C -3.321 -3.528 2.329
C -2.715 -4.778 2.368
C -1.339 -4.892 2.238
C -0.561 -3.756 2.069
C 1.512 -1.212 2.181
C 1.982 -1.796 3.324
C 3.370 -1.796 3.582
C 4.234 -1.197 2.704
C 3.761 -0.562 1.527
C 4.622 0.070 0.596
C 4.118 0.663 -0.526
C 2.725 0.670 -0.776
C 1.851 0.049 0.081
C 2.377 -0.573 1.267
H -1.255 3.081 5.401
H 0.072 3.517 3.364
H 0.391 1.726 1.690
H -1.909 -0.945 4.132
H -2.263 0.855 5.768
H -3.025 -1.417 2.123
H -4.394 -3.437 2.434
H -3.318 -5.666 2.504
H -0.870 -5.866 2.266
H 0.513 -3.847 1.962
H 1.303 -2.266 4.025
H 3.747 -2.269 4.478
H 5.299 -1.200 2.901
H 5.687 0.082 0.789
H 4.784 1.147 -1.228
H 2.359 1.190 -1.650
C -7.492 -1.130 -0.957
C -6.864 -0.602 0.339
C -6.845 -1.725 1.387
C -7.728 0.544 0.865
C -5.429 -0.158 0.074
C -4.515 -1.046 -0.473
C -3.211 -0.641 -0.631
Br -1.982 -1.883 -1.400
C -2.690 0.605 -0.276
O -1.381 0.902 -0.369
C -3.645 1.559 0.157
C -4.956 1.122 0.346
C -3.412 3.067 0.393
C -4.442 3.836 -0.454
C -2.040 3.626 -0.003
C -3.657 3.380 1.874
H -8.527 -1.426 -0.775
H -6.962 -2.003 -1.341
H -7.487 -0.362 -1.731
H -7.860 -2.070 1.591
H -6.407 -1.372 2.324
H -6.263 -2.580 1.036
H -8.744 0.183 1.029
H -7.779 1.368 0.151
H -7.356 0.927 1.817
H -4.800 -2.052 -0.754
H -5.660 1.850 0.723
H -4.299 3.624 -1.516
H -4.310 4.908 -0.299
H -5.469 3.587 -0.194
H -1.810 3.423 -1.048
H -1.240 3.227 0.607
H -2.065 4.710 0.133
H -4.676 3.130 2.174
H -3.504 4.446 2.058
H -2.970 2.818 2.505
C -0.050 2.585 -5.106
C 0.621 1.215 -4.958
C 0.421 0.659 -3.622
N 0.265 0.249 -2.566
H 0.129 2.966 -6.109
H 0.355 3.296 -4.389
H -1.124 2.509 -4.951
H 1.697 1.282 -5.128
H 0.221 0.501 -5.679
*
```



(3)
DFT (ωB97M-V/def2-TZVPD) results for a 2-piece molecular cluster, C3H10N2O overall.

Output
F_max in Eh/bohr: 0.037
E_tot in hartree: -304.86468
Energy relative to the best compared isomer or geometry (same formula, charge and spin) in eV: 5.713

Geometry as ORCA input:
```
! RIJCOSX wB97M-V def2-TZVPD def2/J DEFGRID3
* xyz 0 1
C 1.311 0.531 -1.151
C -1.036 -0.266 -1.555
C -0.256 0.314 2.417
N 0.261 -0.454 -0.895
N 0.064 -0.378 1.191
O 0.635 -1.628 -0.654
H -0.618 -1.132 1.094
H 1.994 0.474 -0.304
H 0.880 1.528 -1.231
H 1.834 0.274 -2.078
H -1.388 0.755 -1.412
H -1.734 -0.981 -1.125
H -0.933 -0.487 -2.622
H 0.447 1.134 2.590
H -0.169 -0.376 3.271
H -1.293 0.690 2.464
*
```



(4)
DFT (ωB97M-V/def2-TZVPD) results for C4H4N2O as an isolated structure.

Output
F_max in Eh/bohr: 0.220
E_tot in hartree: -339.36229
Energy relative to the best compared isomer or geometry (same formula, charge and spin) in eV: 5.970

Geometry as ORCA input:
```
! RIJCOSX wB97M-V def2-TZVPD def2/J DEFGRID3
* xyz 0 1
C 1.836 -0.114 -0.474
C 0.019 0.551 -0.018
C -0.819 -1.338 0.007
C 0.240 -0.799 -0.364
H 2.502 -0.355 0.506
H 2.412 -0.416 -1.346
H 1.545 1.950 0.513
H -1.093 -2.493 0.072
N 1.134 1.318 -0.291
N -1.080 0.778 0.607
O -1.675 -0.395 0.392
*
```



(5)
DFT (ωB97M-V/def2-TZVPD) results for one molecule with the formula C4H5NO2S2.

Output
F_max in Eh/bohr: 0.106
E_tot in hartree: -1156.85526
Energy relative to the best compared isomer or geometry (same formula, charge and spin) in eV: 5.044

Geometry as ORCA input:
```
! RIJCOSX wB97M-V def2-TZVPD def2/J DEFGRID3
* xyz 0 1
C 1.051 0.429 -0.923
C 0.526 -0.755 -0.489
C 0.323 1.556 -0.531
C -0.578 0.287 1.121
N -0.521 1.458 0.530
O 0.596 2.783 -1.104
O -1.662 -0.200 1.723
S -0.732 -3.428 -0.228
S 1.232 -2.217 -0.296
H 1.882 0.504 -1.689
H -1.184 2.255 0.662
H 1.255 2.544 -1.755
H -1.728 -1.063 2.144
H -0.460 -4.154 0.834
*
```



(6)
DFT (ωB97M-V/def2-TZVPD) results for one molecule with the formula C5H6.

Output
Structure (SMILES): C=C1CC1=C
F_max in Eh/bohr: 0.069
E_tot in hartree: -193.97960
Energy relative to the best compared isomer or geometry (same formula, charge and spin) in eV: 2.745

Geometry as ORCA input:
```
! RIJCOSX wB97M-V def2-TZVPD def2/J DEFGRID3
* xyz 0 1
C -1.716 -0.724 -0.076
C -0.665 0.074 0.095
C 0.010 1.448 0.205
C 0.784 0.113 0.037
C 1.751 -0.759 -0.074
H -2.709 -0.445 -0.196
H -1.425 -1.770 -0.283
H 0.001 2.247 -0.591
H -0.112 1.956 1.193
H 2.707 -0.315 -0.056
H 1.372 -1.825 -0.252
*
```



(7)
DFT (ωB97M-V/def2-TZVPD) results for a 2-piece molecular cluster, Br2H3N2P overall.

Output
Structure (SMILES): [H]/N=N/[H].BrPBr
F_max in Eh/bohr: 0.092
E_tot in hartree: -5600.63783
Energy relative to the best compared isomer or geometry (same formula, charge and spin) in eV: 1.651

Geometry as ORCA input:
```
! RIJCOSX wB97M-V def2-TZVPD def2/J DEFGRID3
* xyz 0 1
H -2.604 0.504 0.362
N -1.657 0.409 -0.094
N -1.155 1.311 -0.751
H -0.248 1.075 -0.998
Br 1.904 -2.585 1.141
P 1.637 -0.908 -0.296
Br 2.058 1.106 0.835
H 0.066 -0.913 -0.198
*
```